99
Properties=species:S:1:pos:R:3 method="wB97M-V/def2-TZVPD" total_charge=0 de_lowest_ev=0.9072 multiplicity=6
Ru -1.113 0.265 -0.374
Te 3.033 -1.818 -1.478
C 3.601 -3.447 -0.285
C 3.492 -3.413 1.097
C 3.915 -4.511 1.827
N 4.444 -5.606 1.288
C 4.556 -5.621 -0.037
C 4.152 -4.584 -0.863
C 1.724 -0.952 -0.066
P 1.360 0.824 -0.175
C 2.864 1.460 -0.980
C 2.754 1.964 -2.272
C 3.881 2.377 -2.965
C 5.128 2.307 -2.358
C 5.242 1.822 -1.063
C 4.118 1.390 -0.377
C 1.257 1.313 1.556
C 2.203 0.899 2.507
C 2.067 1.270 3.834
C 0.988 2.037 4.248
C 0.032 2.437 3.314
C 0.170 2.089 1.986
P 0.159 -1.748 0.490
C -0.163 -1.578 2.223
C -1.354 -0.932 2.618
C -1.662 -0.717 3.938
C -0.770 -1.117 4.946
C 0.411 -1.745 4.582
C 0.723 -1.973 3.252
C 0.334 -3.524 0.103
C 0.341 -4.497 1.100
C 0.385 -5.842 0.768
C 0.391 -6.238 -0.562
C 0.326 -5.277 -1.564
C 0.286 -3.935 -1.231
H 3.094 -2.541 1.601
H 3.824 -4.505 2.909
H 4.991 -6.515 -0.472
H 4.259 -4.683 -1.936
H 1.777 2.039 -2.736
H 3.787 2.755 -3.975
H 6.010 2.631 -2.895
H 6.213 1.762 -0.589
H 4.227 1.000 0.625
H 3.017 0.246 2.217
H 2.801 0.931 4.555
H 0.887 2.319 5.288
H -0.820 3.030 3.623
H -0.556 2.450 1.263
H -2.074 -0.615 1.858
H -2.596 -0.233 4.194
H -1.003 -0.943 5.987
H 1.115 -2.052 5.347
H 1.658 -2.459 3.007
H 0.310 -4.210 2.142
H 0.416 -6.584 1.555
H 0.428 -7.289 -0.818
H 0.303 -5.572 -2.605
H 0.214 -3.196 -2.020
C -3.189 3.430 -0.082
Si -2.866 1.845 -1.047
C -2.216 2.351 -2.773
C -4.522 1.002 -1.349
C -5.758 1.641 -1.427
C -6.914 0.921 -1.691
C -6.847 -0.454 -1.874
C -5.624 -1.101 -1.783
C -4.456 -0.384 -1.523
Si -2.767 -1.206 -1.348
C -3.103 -2.937 -0.695
C -1.827 -1.269 -2.998
H -3.869 4.065 -0.657
H -2.272 3.996 0.098
H -3.650 3.229 0.886
H -2.429 3.405 -2.977
H -2.727 1.754 -3.531
H -1.143 2.196 -2.910
H -5.830 2.712 -1.273
H -7.869 1.430 -1.748
H -7.748 -1.020 -2.074
H -5.590 -2.178 -1.907
H -3.213 -3.627 -1.537
H -4.027 -2.952 -0.116
H -2.310 -3.328 -0.060
H -1.484 -2.285 -3.197
H -0.945 -0.619 -3.047
H -2.494 -0.954 -3.804
C -0.274 7.000 -1.718
N 0.378 5.891 -1.057
C 1.294 5.962 -0.036
C 1.596 4.671 0.283
N 0.890 3.810 -0.515
C 0.175 4.575 -1.302
H 0.467 7.700 -2.101
H -0.942 7.521 -1.033
H -0.856 6.614 -2.552
H 1.632 6.903 0.361
H 2.277 4.307 1.034
H -0.506 4.239 -2.068